1.
{
  "formula": "C18H33B6F24N6",
  "method": "ωB97M-V/def2-TZVPD",
  "total_charge": -3,
  "e_above_lowest_kj_mol": 10.0,
  "multiplicity": 1,
  "symbols": ["C", "C", "N", "C", "C", "N", "C", "C", "H", "H", "H", "H", "H", "H", "H", "H", "H", "H", "H", "C", "C", "N", "C", "C", "N", "C", "C", "H", "H", "H", "H", "H", "H", "H", "H", "H", "H", "H", "C", "C", "N", "C", "C", "N", "C", "C", "H", "H", "H", "H", "H", "H", "H", "H", "H", "H", "H", "B", "F", "F", "F", "F", "B", "F", "F", "F", "F", "B", "F", "F", "F", "F", "B", "F", "F", "F", "F", "B", "F", "F", "F", "F", "B", "F", "F", "F", "F"],
  "positions_angstrom": [[1.440670, -0.666671, -1.171023], [2.793447, -0.012629, -0.962527], [3.949954, -0.873119, -0.905970], [4.781329, -1.096816, 0.195363], [5.656734, -2.133827, -0.043434], [5.302889, -2.618267, -1.287593], [4.313451, -1.815362, -1.835234], [5.791572, -3.785422, -1.947582], [1.593216, -1.714479, -1.437312], [0.826831, -0.224700, -1.956381], [0.791164, -0.603067, -0.297717], [2.680724, 0.635633, -0.094018], [3.183593, 0.612522, -1.769080], [4.668194, -0.559788, 1.125060], [6.388036, -2.665967, 0.542475], [3.992248, -1.944695, -2.856306], [5.003779, -4.502739, -1.716012], [6.763390, -4.132431, -1.601433], [5.904067, -3.579854, -3.011376], [-2.810303, 0.745432, -0.386339], [-2.380317, 1.889744, 0.492443], [-0.987265, 2.398462, 0.169084], [-0.647048, 3.405404, -0.701902], [0.694946, 3.607698, -0.413576], [1.200172, 2.592946, 0.364771], [0.132866, 1.781908, 0.628796], [2.589714, 2.417083, 0.850116], [-2.818456, 0.990361, -1.449163], [-3.825053, 0.848910, 0.003028], [-2.465301, -0.281040, -0.258061], [-2.375337, 1.671784, 1.558780], [-3.053876, 2.703792, 0.232841], [-1.300979, 4.023997, -1.297262], [1.374721, 4.354353, -0.796384], [0.115080, 0.789111, 1.051791], [2.730195, 2.303408, 1.923206], [3.241960, 3.244384, 0.572732], [2.936001, 1.539225, 0.300137], [-2.581784, -2.272172, -2.035104], [-1.527737, -2.777764, -1.048643], [-1.581864, -4.234035, -0.963317], [-0.805084, -5.110445, -1.681532], [-1.141689, -6.354278, -1.218932], [-2.165258, -6.271674, -0.244224], [-2.464107, -4.980178, -0.239474], [-2.709923, -7.295328, 0.670063], [-3.598221, -2.631704, -1.873563], [-2.257674, -2.409100, -3.069655], [-2.770019, -1.197617, -2.008883], [-1.926406, -2.377242, -0.115647], [-0.510533, -2.469883, -1.274959], [0.083600, -4.809838, -2.212013], [-0.651946, -7.309275, -1.327976], [-3.302316, -4.618266, 0.339849], [-3.336784, -7.980616, 0.102998], [-3.371790, -6.801890, 1.380866], [-1.843837, -7.667042, 1.213602], [4.382505, 6.189729, -0.956273], [4.898363, 7.046183, -1.930404], [5.556576, 5.862600, -0.286343], [3.423392, 6.697732, -0.138294], [3.944844, 4.987011, -1.489759], [-3.471838, 3.286705, 3.667328], [-3.041646, 1.973564, 3.715484], [-4.693450, 3.475064, 4.214122], [-2.503341, 4.037678, 4.340686], [-3.503784, 3.819588, 2.327761], [-3.717885, 4.716052, -2.196746], [-3.526210, 3.328483, -2.317265], [-2.991001, 5.368418, -3.239772], [-5.051814, 4.968327, -2.495320], [-3.282916, 5.178248, -1.011031], [1.355749, -1.902643, 2.254768], [0.205117, -2.392250, 1.574294], [1.109587, -0.663735, 2.768487], [1.554535, -2.806207, 3.267211], [2.458661, -1.978354, 1.404364], [-5.620776, -1.142559, 0.796622], [-5.131122, -1.500484, -0.446945], [-6.898848, -0.577811, 0.735314], [-5.950840, -2.362154, 1.434899], [-4.780787, -0.483858, 1.654385], [1.188040, 5.026538, 3.234604], [-0.112046, 4.969056, 2.774695], [1.144828, 6.176058, 4.010315], [1.285375, 3.854543, 4.028450], [2.057097, 5.071537, 2.095965]],
  "forces_ev_per_a": [[-0.39, -0.68, -0.55], [-0.33, 0.71, -1.65], [2.38, -3.94, 0.90], [0.07, -0.07, 0.21], [-1.67, 0.37, -0.90], [-0.99, 3.04, -0.60], [1.14, -0.19, 2.26], [-0.29, -0.60, -0.30], [-0.18, -0.16, 0.13], [0.43, 0.31, -0.25], [0.49, -0.34, 0.15], [0.37, -2.41, -0.86], [-1.23, 0.73, -0.23], [-0.18, 0.15, -0.24], [-0.11, 0.33, 0.17], [-0.36, 0.18, 0.20], [0.48, -0.71, -0.59], [-0.15, 0.24, 0.38], [-0.26, -0.21, -0.02], [-1.14, 0.47, 0.31], [1.93, 0.27, -1.04], [0.27, -2.14, -0.53], [2.09, 0.65, 2.16], [0.40, 0.50, -1.53], [-1.24, -0.61, 0.33], [-0.85, 1.86, 0.19], [-0.11, 0.42, -0.44], [0.04, 0.28, 0.03], [-0.52, -1.27, -0.78], [0.30, 0.34, 0.66], [-0.29, 0.13, -0.06], [0.27, 0.23, 0.52], [-0.30, -0.15, 0.41], [-0.07, 0.12, 0.15], [0.15, 0.43, 0.79], [-0.82, -0.06, 0.07], [-0.51, 0.32, -0.30], [0.87, 2.73, 1.82], [0.17, 0.57, -1.44], [-2.34, 1.07, 0.01], [-1.41, -1.66, 0.24], [-0.15, -1.01, 1.82], [0.26, -1.32, 0.76], [1.12, 1.44, -2.28], [0.35, 1.64, 0.85], [0.01, 0.98, -0.52], [0.21, -0.52, 0.19], [-0.16, -0.51, -0.14], [0.52, 0.01, 0.56], [0.96, -0.17, 0.46], [-0.12, -0.08, 0.28], [-0.31, 0.05, -0.25], [0.03, 0.14, -0.37], [0.21, 0.61, 0.04], [0.50, -0.43, 0.13], [0.16, 0.18, -0.04], [-0.33, -0.62, -0.10], [1.25, -0.34, 0.25], [-0.87, 1.06, -1.30], [1.26, -0.55, 1.78], [-0.45, 0.79, 0.13], [-0.94, -1.14, -1.10], [1.94, 1.72, -1.07], [-0.18, -1.24, -0.40], [-1.91, -0.15, 0.96], [0.04, 0.32, 0.67], [-0.17, -0.74, 0.09], [-0.23, 0.06, -2.03], [0.44, -0.73, 0.15], [0.58, -0.03, -0.24], [-1.01, 0.26, 0.40], [0.22, 0.34, 1.37], [-1.43, -0.94, 0.70], [-0.24, 0.21, -1.02], [0.31, 0.88, -0.43], [0.68, -0.94, 1.25], [0.94, 0.49, -1.06], [-1.95, -0.98, 1.75], [0.87, 0.33, -1.10], [-0.11, 1.34, -0.89], [0.49, -2.05, 0.59], [0.70, 0.61, -0.52], [-2.30, -0.29, -0.42], [-1.02, -0.38, -1.55], [1.79, 0.78, 0.75], [1.65, -0.07, 0.02], [0.33, -0.28, 1.07]]
}

=====

2.
{
  "formula": "C18H33BrClNO3P",
  "method": "ωB97M-V/def2-TZVPD",
  "total_charge": 1,
  "multiplicity": 1,
  "e_tot_ha": -4361.496156,
  "symbols": ["O", "C", "O", "C", "C", "Br", "C", "N", "C", "C", "P", "O", "Cl", "H", "H", "H", "H", "H", "C", "C", "C", "C", "C", "C", "H", "H", "H", "H", "H", "H", "H", "H", "H", "H", "H", "H", "H", "H", "C", "C", "C", "C", "C", "C", "H", "H", "H", "H", "H", "H", "H", "H", "H", "H", "H", "H", "H", "H"],
  "positions_angstrom": [[0.238978, 0.825257, 5.108032], [0.577485, 1.125607, 4.019937], [0.392700, 0.348252, 2.933324], [1.324679, 2.407456, 3.734762], [2.721654, 2.364277, 3.708422], [3.626500, 0.763492, 4.029574], [3.400751, 3.537865, 3.466031], [2.728385, 4.679891, 3.270022], [1.393529, 4.742692, 3.295765], [0.640497, 3.608846, 3.527156], [-1.185777, 3.896266, 3.558146], [-1.744000, 2.427518, 3.915674], [-1.613574, 4.137720, 1.545962], [-0.556249, 0.256764, 2.761141], [4.479063, 3.562253, 3.446401], [3.257510, 5.523003, 3.082519], [0.914632, 5.696091, 3.122244], [-2.704237, 2.387763, 3.804283], [1.806324, 2.113466, 0.239897], [2.424043, 0.798007, -0.220827], [3.215965, 0.920117, -1.521266], [2.391968, 1.352160, -2.735518], [1.203157, 0.446753, -3.051170], [1.602541, -0.983671, -3.398109], [1.088622, 2.501161, -0.484424], [1.276278, 1.971501, 1.181670], [2.579408, 2.874305, 0.395239], [1.639430, 0.043907, -0.324111], [3.096291, 0.432312, 0.561074], [3.699881, -0.037374, -1.727700], [4.028971, 1.640042, -1.379238], [3.053721, 1.392195, -3.605257], [2.029510, 2.374456, -2.590721], [0.658017, 0.874832, -3.895761], [0.501729, 0.436127, -2.210743], [2.264300, -1.007341, -4.265478], [0.717034, -1.574919, -3.635587], [2.111266, -1.472159, -2.565049], [-5.134273, -4.459900, -1.611440], [-4.491999, -3.258219, -0.924770], [-3.553246, -2.468919, -1.836523], [-2.343208, -3.251362, -2.349730], [-1.447502, -3.841069, -1.261526], [-0.809526, -2.783997, -0.366063], [-4.388657, -5.187280, -1.934996], [-5.815220, -4.971740, -0.930571], [-5.708024, -4.146877, -2.485677], [-3.960733, -3.589107, -0.027725], [-5.283115, -2.586929, -0.580129], [-3.212314, -1.574609, -1.305267], [-4.120238, -2.104862, -2.698704], [-1.744153, -2.586329, -2.980816], [-2.681122, -4.058362, -3.004553], [-0.653845, -4.417822, -1.742875], [-2.009524, -4.550259, -0.648695], [-0.203497, -2.091055, -0.956379], [-0.159320, -3.252495, 0.374878], [-1.561465, -2.205699, 0.175243]],
  "forces_ev_per_a": [[-0.08, 0.19, 0.97], [-0.11, -0.54, -0.25], [0.05, 0.68, -0.64], [-0.01, -0.22, -0.03], [-0.31, 0.32, 0.09], [0.11, 0.15, -0.10], [0.36, -0.50, 0.15], [-0.08, -0.06, -0.08], [-0.45, -0.10, 0.03], [0.27, -0.59, -0.35], [-0.65, 1.33, 0.42], [0.28, -0.37, -0.53], [0.39, -0.31, 0.11], [0.00, -0.39, 0.15], [0.06, 0.19, -0.07], [0.00, 0.04, 0.01], [0.21, 0.17, -0.02], [-0.04, -0.06, 0.19], [-0.05, -0.04, 0.02], [0.11, 0.05, 0.04], [0.03, -0.01, -0.04], [-0.04, 0.04, 0.05], [0.05, -0.03, -0.11], [-0.14, 0.03, 0.08], [0.03, 0.04, 0.00], [-0.07, 0.00, -0.07], [0.01, 0.04, -0.08], [0.01, 0.00, 0.01], [-0.02, -0.06, 0.01], [-0.01, 0.00, -0.01], [0.00, 0.00, 0.03], [-0.01, -0.02, -0.01], [0.02, 0.01, 0.01], [-0.03, 0.02, 0.03], [-0.01, 0.03, 0.00], [0.03, 0.00, 0.02], [0.04, -0.05, -0.02], [0.02, -0.03, -0.03], [0.02, 0.01, 0.13], [-0.07, 0.00, -0.10], [0.03, 0.04, 0.05], [-0.03, -0.03, -0.02], [0.05, 0.09, -0.06], [0.03, -0.09, 0.07], [-0.01, 0.00, -0.03], [-0.02, -0.02, -0.03], [0.03, -0.02, -0.03], [0.02, 0.02, 0.00], [0.02, 0.00, 0.03], [0.02, 0.00, -0.01], [-0.01, -0.01, 0.01], [0.02, -0.01, 0.01], [-0.01, 0.01, 0.00], [-0.01, -0.03, 0.02], [-0.02, 0.00, -0.02], [-0.02, 0.03, 0.00], [0.02, 0.05, 0.01], [-0.01, 0.02, -0.02]]
}

=====

3.
{
  "formula": "C18H33MnNOS5Si",
  "method": "ωB97M-V/def2-TZVPD",
  "s_squared": 9.0581,
  "multiplicity": 6,
  "e_tot_ha": -4266.620782,
  "symbols": ["Mn", "C", "C", "S", "C", "C", "S", "C", "C", "S", "H", "H", "H", "H", "H", "H", "H", "H", "H", "H", "H", "H", "C", "Si", "C", "C", "C", "C", "C", "C", "N", "C", "S", "H", "H", "H", "H", "H", "H", "H", "H", "H", "H", "H", "H", "O", "S", "C", "C", "C", "C", "H", "H", "H", "H", "H", "H", "H", "H", "H"],
  "positions_angstrom": [[0.763735, -0.705967, 0.611953], [1.311735, 1.556533, 2.482353], [2.266435, 0.460633, 2.969553], [2.764235, -0.705967, 1.661953], [2.448135, -2.312367, 2.482653], [1.021435, -2.591367, 2.969053], [-0.237065, -2.438767, 1.660953], [-1.470665, -1.362067, 2.481353], [-0.999165, 0.012833, 2.968353], [-0.237065, 1.026833, 1.660953], [1.838435, 2.201633, 1.769453], [1.036835, 2.196433, 3.328153], [1.851335, -0.063167, 3.832453], [3.183535, 0.940633, 3.329553], [3.139335, -2.394467, 3.328953], [2.743835, -3.090867, 1.769753], [0.774935, -1.970267, 3.832053], [0.978435, -3.625767, 3.328853], [-1.887865, -1.919867, 3.327153], [-2.292365, -1.228667, 1.768053], [-0.338465, -0.084467, 3.831653], [-1.873665, 0.567133, 3.327753], [-4.721465, -0.733167, -1.556047], [-4.135265, 0.989933, -1.083947], [-4.721465, 1.462033, 0.639053], [-4.999765, 2.193033, -2.287047], [-2.224565, 1.156533, -1.250547], [-1.731365, 2.093733, -2.187747], [-0.364865, 2.276333, -2.370347], [0.492935, 1.514633, -1.608647], [0.083035, 0.610333, -0.704347], [-1.255665, 0.434733, -0.528747], [-1.657065, -0.758067, 0.664053], [-5.814165, -0.759767, -1.608447], [-4.404065, -1.481667, -0.825847], [-4.326965, -1.018067, -2.535947], [-5.814165, 1.514433, 0.665753], [-4.326965, 2.441933, 0.924053], [-4.404065, 0.731733, 1.387553], [-6.085065, 2.095633, -2.189647], [-4.722765, 1.965333, -3.320247], [-4.722765, 3.226233, -2.059347], [-2.403365, 2.696433, -2.790447], [0.015735, 2.992233, -3.086247], [1.568435, 1.608033, -1.702047], [2.062735, -2.099267, -0.670147], [2.551935, -0.705967, -0.938347], [2.651335, -0.513667, -2.757947], [4.089535, -0.164967, -3.095347], [4.943235, -0.990767, -2.149747], [4.373635, -0.729267, -0.768347], [1.950335, 0.261533, -3.077247], [2.362035, -1.467267, -3.211147], [4.270535, 0.904133, -2.928447], [4.316635, -0.380767, -4.143847], [5.999535, -0.710467, -2.205447], [4.864135, -2.055367, -2.401747], [4.674235, 0.256933, -0.400447], [4.669635, -1.488467, -0.039947], [0.110135, -1.837567, -0.519647]],
  "forces_ev_per_a": [[-2.22, -1.50, -2.58], [0.04, 0.59, 0.82], [0.27, 0.71, 0.46], [1.03, -0.40, 3.50], [0.13, -0.62, 0.34], [0.33, -0.93, 0.76], [0.16, -0.95, 2.09], [2.13, -1.95, 6.38], [-0.02, 0.04, 1.56], [0.54, 0.71, 3.16], [-0.24, -0.08, -0.09], [0.33, -0.02, 0.05], [-0.02, -0.21, -0.26], [-0.11, -0.06, -0.03], [-0.08, 0.07, -0.09], [0.00, 0.37, -0.12], [-0.15, 0.10, -0.16], [0.34, 0.11, 0.13], [0.24, -0.35, 0.65], [-3.21, -2.09, 4.36], [0.09, 0.04, 0.20], [-0.09, -0.21, -0.09], [-0.02, 0.00, 0.15], [0.53, 0.07, -0.25], [0.00, -0.10, 0.05], [0.44, -0.28, 0.30], [0.33, 0.12, 0.04], [-1.49, 0.30, -0.13], [1.43, -0.45, 0.63], [0.25, 1.26, -1.04], [0.33, 0.10, -1.61], [-3.10, 0.07, -3.40], [-2.15, 5.31, -12.34], [0.02, 0.01, -0.02], [0.06, 0.04, -0.07], [-0.01, 0.02, 0.08], [0.03, 0.02, -0.01], [-0.01, -0.06, -0.02], [0.04, 0.05, -0.04], [0.08, -0.02, 0.01], [-0.05, 0.10, 0.05], [-0.05, -0.04, -0.11], [-0.08, -0.11, 0.10], [0.11, -0.02, 0.03], [0.04, 0.30, -0.04], [1.39, -0.79, -0.22], [2.03, 0.22, -3.29], [-0.18, -0.09, -0.39], [0.19, 0.05, -0.18], [0.30, 0.00, -0.16], [0.49, -0.20, -0.24], [-0.04, -0.31, 0.12], [-0.04, 0.04, 0.29], [0.02, -0.11, -0.03], [-0.11, 0.09, 0.10], [-0.08, -0.08, 0.06], [-0.02, 0.14, 0.06], [-0.06, -0.07, 0.03], [-0.24, 0.18, -0.07], [0.11, 0.85, 0.50]]
}